(1)
Here is a molecular structure, C16H37AsBaN2O5P in a non-equilibrium geometry from OMol25. Energies are from wB97M-V/def2-TZVPD.

XYZ file:
```
63
Properties=species:S:1:pos:R:3:mulliken_charge:R:1
Ba 13.08192 11.57131 8.51129 1.7094
C 17.01887 14.40408 6.53042 -1.2686
C 15.92472 13.91999 7.47654 0.8495
N 15.97964 12.83002 8.24907 -0.4115
O 16.66393 11.78036 7.55932 -0.3999
C 14.79826 14.80244 7.83694 -0.0594
C 14.78300 16.17968 7.24238 -1.3070
N 13.68573 14.15233 8.36684 -0.0034
O 12.73918 14.90660 8.66031 -0.5787
H 17.63250 13.59352 6.17578 0.3760
H 17.69347 15.10654 7.08956 0.3574
H 16.55586 15.03810 5.73770 0.2970
H 17.23126 11.34433 8.20672 0.3156
H 15.76255 16.65288 7.46474 0.3801
H 14.05702 16.82628 7.69907 0.3531
H 14.58718 16.07063 6.17783 0.3027
C 6.12198 12.30331 6.65397 -1.0232
C 7.18504 11.96282 7.71648 -0.5556
As 8.78129 13.25112 7.77123 0.3786
C 7.97532 15.06892 8.26017 -0.5306
C 8.91374 15.89143 9.06674 -1.1499
C 9.01814 13.88381 5.84413 -0.9246
C 10.48044 14.27470 5.63119 -0.8965
H 5.47000 11.44120 6.40716 0.3600
H 6.54472 12.74548 5.72913 0.2424
H 5.49146 13.10104 7.02425 0.2736
H 7.62545 10.97283 7.53833 0.1814
H 6.72506 12.00602 8.72931 0.4178
H 6.94360 14.95418 8.67132 0.4302
H 7.77718 15.50272 7.26635 0.2840
H 9.40318 15.26619 9.86971 0.2522
H 8.45999 16.71227 9.61306 0.3844
H 9.67922 16.32158 8.49875 0.2894
H 8.30488 14.70343 5.59181 0.5147
H 8.70852 13.05954 5.21099 0.4754
H 10.80795 15.18346 6.20636 0.2319
H 10.57850 14.59053 4.58970 0.4479
H 11.15234 13.45988 5.93000 0.0371
C 13.04947 6.23100 5.34168 -1.0330
C 11.74386 6.90664 5.65391 -0.4478
O 11.97493 8.09150 6.50149 -0.1410
P 11.14986 9.48486 6.06127 -0.1288
O 12.34126 10.62299 6.04829 0.0362
C 13.17763 10.84182 4.84824 -0.4414
C 14.61010 10.48244 5.22987 -0.6825
O 10.87558 9.95533 7.65675 -0.2818
C 10.50894 8.90590 8.68441 -0.2155
C 9.68362 9.52823 9.78350 -0.9901
H 13.68932 6.94415 4.85203 0.2307
H 12.99542 5.32998 4.74506 0.3787
H 13.35986 5.89344 6.35715 0.2552
H 11.11360 6.29354 6.32515 0.2597
H 11.17090 7.20382 4.79022 0.4880
H 13.10483 11.91794 4.61310 0.2351
H 12.71101 10.20781 4.07212 0.4130
H 15.19026 11.37316 5.12060 0.2837
H 15.02907 9.70736 4.53914 0.3058
H 14.65588 10.08030 6.27664 0.0455
H 11.48714 8.66038 9.10885 0.3362
H 10.10866 8.04286 8.09663 0.2419
H 10.36420 9.64800 10.65678 0.2972
H 8.93818 8.82132 10.16669 0.3681
H 9.17865 10.39326 9.50790 0.1543
```

Summary:
Net charge ... +1
E ... -101222.2954 eV
HOMO (spin up / spin down) ... -9.692 / -9.693 eV
Frontier orbital gap (spin up / spin down) ... 6.4 / 6.4 eV

=====

(2)
Here is 3 unconnected molecules or ions with the total composition C16H37BN5O3S in a non-equilibrium geometry from OMol25. Energies are from wB97M-V/def2-TZVPD.

XYZ file:
```
63
Properties=species:S:1:pos:R:3:mulliken_charge:R:1
O -2.28409 -1.36225 -1.81500 -0.6224
B -1.58474 -2.43451 -2.49160 0.5700
O -2.47401 -3.42139 -3.06762 -0.6158
N -0.20999 -2.50155 -2.55425 -0.6459
C 0.31033 -2.76274 -3.87301 -0.3530
C 1.44522 -1.80313 -4.22075 -0.7196
S 0.94392 -0.09281 -4.57361 -0.1400
C -0.32286 -0.30457 -5.73319 0.5083
N -1.42751 0.35110 -5.87912 -0.3437
N -2.07415 -0.22575 -6.96291 -0.5044
C -1.32352 -1.17821 -7.37669 -0.0057
O -0.17732 -1.28231 -6.66110 -0.2179
H -2.64306 -0.77174 -2.47850 0.2376
H -2.84548 -3.09029 -3.88853 0.2342
H -0.48565 -2.70068 -4.62456 0.0378
H 0.74923 -3.77457 -3.96388 0.3002
H 1.97605 -2.18173 -5.09520 0.4567
H 2.12661 -1.75689 -3.37903 0.4342
H -1.49043 -1.87058 -8.17635 0.4186
C -0.40159 1.38048 -1.53008 -1.2614
C -0.35440 2.20197 -0.25330 -0.3226
N 0.99149 2.61144 0.11869 0.3099
C 1.08431 3.10892 1.47259 -0.2560
C 0.33478 4.39724 1.84238 -1.1766
C 1.72546 3.34743 -0.89038 -0.6370
C 1.10867 4.64731 -1.42584 -1.0325
H 0.26646 0.52094 -1.47642 0.3028
H -1.40626 0.99807 -1.68748 0.1930
H -0.13476 1.97302 -2.40777 0.3389
H -0.74834 1.58077 0.55695 0.2635
H -1.04097 3.06055 -0.34706 0.3430
H 2.14086 3.23526 1.73156 0.4212
H 0.72302 2.30861 2.12717 -0.1303
H 0.82356 5.28428 1.43924 0.2602
H 0.31575 4.50980 2.92951 0.4620
H -0.69915 4.38173 1.49694 0.2622
H 1.89063 2.67918 -1.73898 0.3273
H 2.72699 3.55781 -0.50301 0.4064
H 0.05191 4.52722 -1.66611 0.2670
H 1.61910 4.94157 -2.34580 0.3837
H 1.21116 5.47438 -0.72284 0.2731
C -0.97985 -3.87367 4.84646 -1.4477
C -0.36973 -2.98881 3.76875 -0.3219
N -0.77969 -1.60278 3.87153 0.1558
C -0.45188 -0.81562 2.69132 -0.8428
C 1.02659 -0.61285 2.34548 -0.8800
C -0.52974 -0.96641 5.14890 -0.6877
C 0.91372 -0.93721 5.67313 -0.9885
H -2.06626 -3.77586 4.85875 0.3284
H -0.73477 -4.91793 4.64721 0.4441
H -0.59922 -3.63432 5.84119 0.2915
H -0.70040 -3.36116 2.79686 0.4769
H 0.72576 -3.10901 3.78952 0.2547
H -0.93351 0.16271 2.78337 0.3224
H -0.93679 -1.29164 1.83477 0.4504
H 1.50955 0.09577 3.02011 0.1097
H 1.10877 -0.20120 1.33734 0.2804
H 1.58715 -1.54807 2.36206 0.3965
H -1.15000 -1.46225 5.90193 0.3997
H -0.91502 0.05541 5.10302 0.3400
H 1.40343 -1.90736 5.57759 0.2409
H 0.91224 -0.67709 6.73482 0.3785
H 1.52245 -0.19406 5.16085 0.2714
```

Summary:
Net charge ... -1
E ... -42298.2082 eV
HOMO ... -3.100 eV
Frontier orbital gap ... 5.9 eV

=====

(3)
Here is a single C16H37BNO5P molecule from OMol25. Energies are from wB97M-V/def2-TZVPD.

XYZ file:
```
61
Properties=species:S:1:pos:R:3:mulliken_charge:R:1
C -1.28694 -0.84377 5.15618 -1.4384
C -1.71540 -1.53067 3.86122 -0.3561
C -0.50925 -1.89924 2.97611 -1.1121
C -0.51172 -1.24207 1.59263 0.3658
C -1.72685 -1.59249 0.72275 0.3049
C -1.55425 -2.80801 -0.20362 -1.1747
C -0.36036 -2.79222 -1.16531 0.1414
C -0.57581 -1.97388 -2.44108 -1.2982
C -0.59217 -0.45032 -2.20095 1.4422
C -1.96667 0.20784 -2.40048 -1.4733
C -2.14095 1.52838 -1.62724 0.1850
C -1.97629 2.79593 -2.48699 -0.9745
C -1.08832 3.87888 -1.88104 -1.0257
C 0.37788 3.46479 -1.74782 -0.6454
C 0.69458 2.61405 -0.49705 0.9549
C 1.91072 3.06731 0.30692 -0.7819
O 3.08859 2.29603 0.01143 -0.2958
P 3.38595 0.95024 0.79015 0.4981
O 4.09232 1.07867 2.05379 -0.7189
O 1.98200 0.21645 1.02349 0.0293
O 4.11129 0.14427 -0.35329 -0.3705
B 4.18831 -1.25914 -0.41997 0.4087
N 3.11593 -2.01750 -1.02676 -0.5343
O 5.36590 -1.82676 -0.01791 -0.5071
H -0.78610 0.10557 4.94903 0.3321
H -0.58426 -1.47026 5.71024 0.3560
H -2.14055 -0.63625 5.80419 0.3964
H -2.25948 -2.43913 4.13106 0.2663
H -2.40333 -0.87863 3.31702 0.2952
H 0.39859 -1.56328 3.48764 0.4659
H -0.40476 -2.98314 2.86769 0.3386
H 0.41752 -1.51435 1.08432 -0.1795
H -0.46851 -0.15668 1.73661 0.1556
H -2.57643 -1.80609 1.37768 0.5216
H -2.02225 -0.72736 0.12716 -0.2635
H -1.55167 -3.73338 0.37989 0.4043
H -2.45516 -2.86403 -0.82676 0.3997
H 0.55449 -2.44376 -0.67445 -0.6371
H -0.16292 -3.82774 -1.45931 0.5271
H -1.52435 -2.26896 -2.90177 0.3989
H 0.21692 -2.21951 -3.15182 0.4521
H -0.20850 -0.21778 -1.20028 -1.1461
H 0.11126 0.00859 -2.90622 0.6535
H -2.73756 -0.50135 -2.08482 0.3463
H -2.12247 0.37896 -3.46935 0.6188
H -3.13710 1.52986 -1.17824 0.5223
H -1.44003 1.52798 -0.79095 -0.3911
H -2.96606 3.22806 -2.66375 0.3591
H -1.58546 2.53420 -3.47631 0.3705
H -1.13442 4.75123 -2.54204 0.4291
H -1.47017 4.22255 -0.91275 0.3583
H 0.98838 4.37249 -1.70389 0.4309
H 0.69855 2.94170 -2.65386 0.2548
H -0.16893 2.61599 0.17044 0.4948
H 0.85588 1.58343 -0.81496 -0.8387
H 2.16380 4.09215 0.03101 0.4689
H 1.72514 3.07152 1.38317 0.2538
H 1.53940 -0.06622 0.21372 0.0126
H 2.46320 -1.43947 -1.54301 0.3146
H 2.59509 -2.63281 -0.41468 0.3248
H 5.27374 -2.58088 0.57324 0.3094
```

Summary:
E ... -38891.5322 eV
SMILES ... CCCCCCCCCCCCCCCCO[P@@](=O)(O)OB(N)O
HOMO ... -10.477 eV
Frontier orbital gap ... 10.8 eV